No. 1
Entry from the OMol25 dataset: 9 unconnected molecules or ions with the total composition C30H85N11O9 in a non-equilibrium geometry (the ωB97M-V functional and the def2-TZVPD basis).

CARTESIAN COORDINATES (ANGSTROEM)
C 2.95 -12.88 11.52
O 3.72 -12.67 10.39
C 4.17 -13.97 9.87
C 5.43 -13.64 8.97
C 5.15 -13.25 7.53
N 6.25 -14.86 9.04
H 3.58 -13.22 12.33
H 2.16 -13.58 11.34
H 2.49 -11.91 11.77
H 4.47 -14.69 10.63
H 3.41 -14.36 9.27
H 5.84 -12.81 9.61
H 4.76 -12.20 7.45
H 4.44 -13.90 7.07
H 6.13 -13.23 7.06
H 6.55 -15.10 9.99
H 7.10 -14.79 8.43
C 7.88 -20.72 12.15
O 7.32 -19.40 12.09
C 6.80 -18.83 13.28
C 5.64 -17.98 12.98
C 6.05 -16.66 12.14
N 4.89 -17.46 14.13
H 8.11 -21.04 11.11
H 7.13 -21.47 12.57
H 8.81 -20.68 12.76
H 6.47 -19.59 14.01
H 7.51 -18.20 13.77
H 4.92 -18.49 12.28
H 5.10 -16.25 11.75
H 6.62 -16.94 11.21
H 6.52 -15.75 12.69
H 4.57 -18.17 14.82
H 5.38 -16.91 14.78
C 2.41 -15.33 3.29
O 2.36 -15.48 4.71
C 1.02 -15.79 5.18
C 0.93 -15.67 6.67
C 1.30 -14.28 7.09
N 1.74 -16.68 7.32
H 3.42 -14.95 3.18
H 1.69 -14.54 3.11
H 2.17 -16.22 2.68
H 0.38 -14.99 4.69
H 0.64 -16.80 4.86
H -0.14 -15.96 6.90
H 2.39 -14.08 6.89
H 1.05 -14.01 8.07
H 0.75 -13.56 6.49
H 2.70 -16.69 6.98
H 1.28 -17.57 7.27
C 2.94 -24.54 12.02
O 3.77 -23.88 11.08
C 3.11 -22.76 10.55
C 3.89 -22.15 9.37
C 5.25 -21.66 9.79
N 3.05 -21.08 8.76
H 2.66 -23.91 12.90
H 3.40 -25.38 12.42
H 2.08 -24.96 11.47
H 2.08 -23.00 10.24
H 3.08 -21.99 11.32
H 3.91 -22.91 8.55
H 5.03 -20.84 10.50
H 5.78 -21.16 8.93
H 5.89 -22.26 10.45
H 2.22 -21.46 8.45
H 3.59 -20.75 8.00
C -1.64 -23.20 8.08
O -0.73 -22.18 8.43
C -1.11 -21.35 9.50
C -2.24 -20.32 9.20
C -1.70 -19.23 8.22
N -2.70 -19.87 10.45
H -2.44 -22.78 7.49
H -2.11 -23.66 8.97
H -1.09 -23.97 7.54
H -1.42 -21.97 10.33
H -0.32 -20.72 9.92
H -3.02 -20.97 8.67
H -1.25 -19.88 7.49
H -1.00 -18.59 8.74
H -2.53 -18.69 7.81
H -3.61 -19.50 10.48
H -2.09 -19.15 10.87
C 7.04 -18.87 4.53
O 7.20 -17.47 4.80
C 8.54 -17.06 4.53
C 8.65 -15.59 4.90
C 10.10 -15.16 4.63
N 8.17 -15.26 6.26
H 7.71 -19.48 5.11
H 7.15 -19.06 3.43
H 6.01 -19.09 4.87
H 9.22 -17.62 5.18
H 8.76 -17.06 3.42
H 7.96 -15.00 4.27
H 10.31 -14.11 4.85
H 10.61 -15.32 3.71
H 10.70 -15.70 5.37
H 7.17 -15.41 6.19
H 8.35 -16.00 6.97
C 1.55 -20.77 13.95
O 2.12 -19.72 13.15
C 1.28 -19.42 12.06
C 1.86 -18.24 11.32
C 1.51 -17.00 12.11
N 1.19 -18.12 10.07
H 0.61 -20.40 14.41
H 2.26 -21.03 14.71
H 1.27 -21.59 13.33
H 1.19 -20.28 11.40
H 0.33 -19.16 12.34
H 2.94 -18.45 11.22
H 1.92 -17.07 13.09
H 0.48 -16.74 12.06
H 2.03 -16.12 11.66
H 1.60 -17.29 9.46
H 1.52 -18.97 9.58
N 4.54 -18.19 8.89
C 4.82 -18.31 7.50
N 5.10 -17.07 6.91
O 4.76 -19.39 6.88
H 4.18 -19.07 9.28
H 4.03 -17.35 9.23
H 5.58 -17.07 6.07
H 5.37 -16.35 7.54
N 9.80 -17.63 10.78
C 9.12 -17.09 9.68
N 8.53 -18.04 8.86
O 9.12 -15.92 9.47
H 9.34 -18.28 11.40
H 10.05 -16.82 11.34
H 8.41 -18.98 9.23
H 7.93 -17.74 8.09

The calculation puts the HOMO energy at -8.889 eV. The orbital gap is 9.53 eV. The charge is 0. The total energy is -67303.7632 eV. As for the structure (SMILES): COC[C@H](C)N.COC[C@H](C)N.COC[C@H](C)N.COC[C@H](C)N.COC[C@H](C)N.COC[C@H](C)N.COC[C@H](C)N.NC(N)=O.NC(N)=O.

No. 2
Entry from the OMol25 dataset: 8 unconnected molecules or ions with the total composition C30H86Cl4N14O8P4 in a non-equilibrium geometry (the ωB97M-V functional and the def2-TZVPD basis).

CARTESIAN COORDINATES (ANGSTROEM)
C -2.24 0.72 -2.46
N -3.09 -0.22 -3.16
C -2.84 -1.64 -2.92
P -4.08 0.19 -4.43
O -5.09 -0.86 -4.67
N -4.62 1.68 -3.99
C -4.92 2.70 -5.00
C -5.27 1.89 -2.71
N -3.14 0.39 -5.79
C -2.22 1.48 -5.96
C -3.43 -0.40 -6.99
H -1.20 0.37 -2.45
H -2.52 0.88 -1.41
H -2.23 1.68 -2.96
H -1.83 -1.77 -2.55
H -3.05 -2.19 -3.84
H -3.56 -2.06 -2.22
H -4.61 2.37 -5.98
H -6.00 2.89 -5.00
H -4.46 3.65 -4.69
H -5.62 2.92 -2.66
H -6.10 1.20 -2.58
H -4.54 1.78 -1.90
H -2.23 2.16 -5.11
H -1.19 1.15 -6.13
H -2.48 2.05 -6.86
H -4.32 -0.02 -7.51
H -3.70 -1.41 -6.69
H -2.53 -0.45 -7.59
C -6.25 0.59 0.95
N -6.64 -0.80 1.10
C -7.22 -1.37 -0.12
P -5.71 -1.82 2.03
O -6.11 -3.21 1.83
N -4.11 -1.52 1.73
C -3.35 -0.40 2.24
C -3.60 -2.06 0.48
N -5.89 -1.21 3.57
C -5.06 -1.77 4.61
C -7.21 -0.80 4.02
H -5.72 0.93 1.83
H -7.12 1.23 0.79
H -5.62 0.70 0.05
H -7.82 -0.60 -0.60
H -7.83 -2.23 0.12
H -6.45 -1.69 -0.83
H -3.34 0.42 1.53
H -3.76 -0.06 3.19
H -2.32 -0.72 2.45
H -4.38 -2.64 -0.02
H -3.26 -1.25 -0.18
H -2.75 -2.72 0.69
H -4.61 -0.98 5.24
H -5.61 -2.45 5.27
H -4.19 -2.28 4.20
H -7.15 0.12 4.62
H -7.62 -1.52 4.74
H -7.87 -0.66 3.17
C 1.30 -5.52 -4.35
N 1.34 -4.68 -3.19
C 1.54 -3.28 -3.47
P 1.38 -5.40 -1.69
O 2.24 -6.59 -1.64
N 1.76 -4.17 -0.65
C 3.20 -3.88 -0.54
C 1.06 -4.04 0.62
N -0.22 -5.76 -1.39
C -1.26 -4.83 -1.76
C -0.58 -6.84 -0.48
H 0.48 -5.27 -5.03
H 1.15 -6.57 -4.07
H 2.26 -5.55 -4.87
H 2.45 -3.17 -4.09
H 1.84 -2.74 -2.57
H 0.70 -2.80 -3.98
H 3.71 -4.21 -1.45
H 3.37 -2.82 -0.39
H 3.67 -4.52 0.22
H 1.49 -3.20 1.17
H -0.01 -3.94 0.50
H 1.25 -4.93 1.23
H -1.40 -4.81 -2.85
H -2.20 -5.13 -1.30
H -1.00 -3.80 -1.51
H -0.79 -6.49 0.54
H 0.19 -7.61 -0.50
H -1.53 -7.25 -0.83
C 3.04 3.41 1.02
N 4.04 4.36 0.55
C 3.98 4.72 -0.84
P 5.09 5.06 1.64
O 5.17 4.27 2.88
N 6.53 5.11 0.81
C 7.33 6.30 0.60
C 7.06 3.85 0.32
N 4.62 6.62 1.92
C 4.51 7.05 3.32
C 4.59 7.66 0.91
H 3.21 3.09 2.04
H 3.04 2.55 0.34
H 2.04 3.86 1.02
H 4.95 5.11 -1.17
H 3.23 5.49 -1.06
H 3.85 3.82 -1.45
H 7.14 7.01 1.42
H 8.39 6.06 0.68
H 7.15 6.77 -0.37
H 6.37 3.36 -0.37
H 7.98 4.03 -0.22
H 7.34 3.19 1.15
H 5.44 6.97 3.89
H 4.20 8.09 3.31
H 3.71 6.48 3.79
H 5.27 8.47 1.19
H 3.59 8.08 0.83
H 4.93 7.26 -0.04
C 1.88 -0.59 0.30
N 0.65 0.19 0.32
O -0.16 -0.07 1.19
O 0.51 1.07 -0.52
H 1.83 -1.25 -0.58
H 1.97 -1.14 1.23
H 2.74 0.01 0.03
C -0.17 2.22 3.82
N 0.99 2.60 4.66
O 0.79 3.36 5.58
O 2.07 2.16 4.33
H 0.09 2.51 2.80
H -1.08 2.72 4.13
H -0.23 1.14 3.75
Cl 5.50 -0.39 0.86
C 6.18 -0.31 2.52
C 7.32 -1.26 2.68
Cl 6.75 -2.94 2.82
H 5.38 -0.50 3.23
H 6.47 0.74 2.65
H 7.86 -1.04 3.60
H 8.05 -1.15 1.88
Cl 0.73 -1.30 4.28
C 2.30 -1.62 5.03
C 3.20 -2.42 4.14
Cl 2.53 -4.03 3.81
H 2.13 -2.20 5.95
H 2.76 -0.68 5.34
H 4.14 -2.60 4.66
H 3.38 -1.88 3.21

The calculation puts the HOMO energy at -8.355 eV. The orbital gap is 8.25 eV. The charge is 0. The total energy is -156992.2513 eV. As for the structure (SMILES): CN(C)P(=O)(N(C)C)N(C)C.CN(C)P(=O)(N(C)C)N(C)C.CN(C)P(=O)(N(C)C)N(C)C.CN(C)P(=O)(N(C)C)N(C)C.C[N+](=O)[O-].C[N+](=O)[O-].ClCCCl.ClCCCl.

No. 3
Entry from the OMol25 dataset: a molecular structure, C30H86HfN4O16 in a non-equilibrium geometry (the ωB97M-V functional and the def2-TZVPD basis).

CARTESIAN COORDINATES (ANGSTROEM)
Hf 1.25 4.18 2.77
C 1.65 0.49 4.32
C 2.68 1.59 4.49
O 2.61 2.71 3.64
H 0.67 0.79 4.69
H 2.07 -0.39 4.80
H 1.45 0.22 3.28
H 3.67 1.14 4.43
H 2.58 1.92 5.53
C 1.15 0.60 0.25
C 0.13 1.70 0.43
O 0.30 2.54 1.53
H 2.10 1.03 -0.04
H 0.87 0.01 -0.63
H 1.27 -0.10 1.08
H -0.87 1.23 0.47
H -0.03 2.30 -0.48
C -0.53 3.40 -3.35
O 0.86 3.45 -3.59
C 1.54 4.38 -2.78
C 2.99 3.99 -2.64
N 3.22 2.86 -1.72
C 4.56 2.31 -1.87
C 4.79 1.16 -0.88
O 4.73 1.53 0.49
C 4.68 0.36 1.29
H -0.95 2.67 -4.03
H -1.01 4.36 -3.55
H -0.80 3.14 -2.32
H 1.11 4.48 -1.77
H 1.39 5.36 -3.26
H 3.45 4.86 -2.16
H 3.43 3.86 -3.64
H 2.56 2.14 -2.03
H 5.38 2.98 -1.60
H 4.76 2.01 -2.90
H 5.76 0.71 -1.11
H 4.00 0.43 -1.10
H 3.68 -0.08 1.28
H 4.91 0.63 2.32
H 5.38 -0.42 0.99
C -4.23 3.60 -4.59
O -4.82 2.74 -3.65
C -5.89 3.30 -2.91
C -6.54 2.19 -2.12
N -5.61 1.60 -1.17
C -6.20 0.49 -0.43
C -5.26 -0.25 0.49
O -4.32 -0.94 -0.33
C -3.22 -1.42 0.40
H -3.57 2.97 -5.18
H -3.64 4.44 -4.22
H -4.95 4.00 -5.31
H -6.57 3.80 -3.61
H -5.52 4.06 -2.21
H -7.01 1.49 -2.81
H -7.41 2.58 -1.57
H -4.88 1.20 -1.76
H -6.60 -0.29 -1.09
H -6.98 0.97 0.17
H -5.69 -1.00 1.17
H -4.76 0.50 1.12
H -2.54 -0.63 0.76
H -2.63 -2.02 -0.29
H -3.54 -2.00 1.26
C 2.99 -2.61 -4.46
O 2.50 -3.45 -3.43
C 1.98 -2.70 -2.36
C 1.94 -3.54 -1.08
N 3.08 -4.47 -0.91
C 4.13 -3.81 -0.11
C 5.33 -4.72 -0.03
O 5.99 -4.74 -1.27
C 7.21 -5.47 -1.18
H 2.21 -2.15 -5.06
H 3.54 -3.27 -5.12
H 3.69 -1.86 -4.09
H 0.97 -2.36 -2.61
H 2.61 -1.83 -2.12
H 1.02 -4.12 -1.16
H 1.87 -2.83 -0.26
H 3.48 -4.48 -1.85
H 3.78 -3.51 0.88
H 4.54 -2.96 -0.68
H 5.09 -5.72 0.34
H 6.01 -4.33 0.75
H 7.84 -4.99 -0.43
H 7.58 -5.57 -2.20
H 7.01 -6.50 -0.85
C -1.51 -4.35 2.24
O -0.98 -3.03 2.27
C -0.72 -2.46 3.53
C -1.91 -2.32 4.48
N -2.97 -1.55 3.84
C -4.27 -1.51 4.54
C -5.01 -2.82 4.29
O -5.01 -3.16 2.93
C -5.79 -4.30 2.64
H -2.55 -4.34 2.58
H -1.00 -5.00 2.95
H -1.46 -4.75 1.23
H -0.40 -1.43 3.36
H 0.07 -3.05 3.99
H -1.65 -1.79 5.40
H -2.17 -3.36 4.71
H -3.15 -1.96 2.93
H -4.88 -0.64 4.26
H -4.04 -1.29 5.59
H -6.00 -2.74 4.75
H -4.44 -3.59 4.82
H -5.47 -5.13 3.28
H -5.59 -4.63 1.62
H -6.86 -4.07 2.69
O 2.95 3.57 1.03
H 3.50 2.78 1.27
H 3.01 3.63 0.04
O -0.30 3.12 4.18
H -0.81 3.41 4.95
H -0.74 2.26 3.89
O -3.19 3.41 1.33
H -2.87 2.57 0.96
H -4.06 3.54 0.91
O -1.00 4.75 2.17
H -1.55 5.35 2.70
H -1.66 4.16 1.68
O -1.67 0.98 3.51
H -2.27 0.18 3.59
H -1.13 0.79 2.73
C 1.77 0.47 -4.26
C 2.63 1.20 -5.27
O 3.78 0.40 -5.62
H 0.96 1.15 -3.95
H 2.26 0.04 -3.39
H 1.14 -0.28 -4.73
H 3.03 2.16 -4.93
H 2.07 1.27 -6.20
H 4.41 0.47 -4.90

The calculation puts the HOMO energy at -12.021 eV. The orbital gap is 3.35 eV. The charge is +2. The total energy is -72511.8578 eV.

Look up the orbital gap of the third one. 3.35 eV

What is the orbital gap in the first record? 9.53 eV

charge of number 2 (C30H86Cl4N14O8P4)? 0